C58H51AsF4IN2P2Ru as an isolated structure in a non-equilibrium geometry, computed with wB97M-V/def2-TZVPD.

```
120
C58H51AsF4IN2P2Ru, DFT wB97M-V/def2-TZVPD
I 0.787 3.248 -0.965
Ru 0.020 0.721 -0.244
As -2.590 2.100 6.226
P 2.181 0.059 -1.134
P -0.313 1.107 2.374
F 1.039 -3.221 3.537
F 1.133 -1.528 1.538
F -3.428 -4.246 2.519
F -3.440 -2.471 0.598
N -1.141 0.870 -2.195
N -1.062 -1.034 -0.128
C 3.543 1.140 -1.749
C 2.746 3.566 -1.531
C 3.254 3.078 2.687
C -4.832 5.688 6.563
C 3.970 -3.062 0.901
C 2.999 4.905 -1.596
C -1.127 -1.909 0.921
C -2.612 6.280 5.869
C -6.656 -0.321 6.140
C 1.017 2.740 4.291
C 4.938 3.070 -2.325
C -2.621 4.191 0.886
C 2.162 2.353 2.231
C 0.941 -3.166 -3.318
C -3.910 6.655 6.192
C 2.412 -0.867 -3.821
C 1.016 2.195 3.001
C -1.189 -3.794 3.064
C -0.375 1.279 -3.402
C -3.180 3.959 6.236
C 4.611 -2.392 1.932
C 5.970 2.190 -2.726
C 4.253 5.374 -2.036
C -1.352 0.869 3.895
C -3.801 3.502 0.597
C 5.190 4.465 -2.405
C -4.486 0.127 7.077
C 2.115 3.442 4.766
C -1.615 -0.494 -2.410
C -5.665 -0.613 7.063
C 1.461 -2.942 -4.588
C -0.052 -3.054 2.797
C -2.114 -1.109 -1.149
C -2.722 1.427 1.139
C -1.541 2.110 1.462
C 3.153 -0.973 0.020
C 3.827 -0.305 1.042
C -4.466 4.345 6.595
C -2.305 -3.580 2.278
C -2.292 -2.670 1.249
C 4.549 -1.006 1.995
C -6.478 0.723 5.235
C -3.854 2.124 0.728
C 3.240 -2.360 -0.051
C 4.603 0.341 -2.123
C -0.011 -2.143 1.764
C 2.184 -1.786 -4.838
C -2.279 1.801 -2.065
C 1.899 -1.081 -2.543
C -2.203 2.073 4.284
C 3.687 2.561 -1.856
C -4.293 1.165 6.170
C -2.249 4.940 5.900
C -1.505 3.503 1.327
C 3.233 3.624 3.962
C 5.809 0.845 -2.636
C -5.303 1.460 5.251
C 1.141 -2.231 -2.313
H -5.186 2.286 4.558
H -1.930 2.786 -1.758
H -0.637 0.605 4.679
H 6.158 4.787 -2.768
H 2.993 0.020 -4.036
H 1.301 -3.666 -5.377
H 0.375 -4.067 -3.115
H -4.777 1.593 0.526
H -5.192 3.604 6.902
H -0.616 4.047 1.621
H 4.129 3.203 2.058
H -1.221 4.666 5.676
H 5.069 -0.471 2.780
H -7.572 -0.898 6.127
H -5.840 5.976 6.832
H -2.380 -2.144 -1.360
H -1.987 -0.006 3.741
H -3.148 2.066 3.744
H 0.586 0.789 -3.430
H 2.773 -2.910 -0.856
H 2.098 3.841 5.772
H -7.260 0.965 4.527
H -1.879 7.034 5.606
H 4.445 6.437 -2.084
H -2.780 0.353 1.295
H 0.711 -2.401 -1.334
H -2.407 -0.511 -3.167
H 4.089 4.171 4.336
H 3.819 0.773 1.082
H -0.785 -1.073 -2.791
H 2.203 1.875 1.268
H -0.936 1.005 -4.302
H -4.681 4.050 0.282
H -3.714 -0.106 7.801
H -5.807 -1.415 7.777
H -4.194 7.699 6.177
H 2.586 -1.601 -5.826
H -0.234 2.353 -3.406
H -3.019 -0.622 -0.784
H -2.983 1.444 -1.325
H 5.171 -2.946 2.675
H 2.234 5.622 -1.325
H 4.041 -4.140 0.828
H 4.517 -0.734 -2.024
H 0.170 2.621 4.949
H -2.792 1.889 -3.027
H -2.590 5.270 0.800
H -1.205 -4.529 3.860
H 6.894 2.616 -3.097
H 6.592 0.162 -2.938
H -1.726 3.026 4.063
```

The calculation puts the maximum force at 1.2 eV/Å. The calculation puts the energy above the lowest of the compared OMol25 structures with the same formula, charge and spin at 0.614 eV. As for the total energy: -6060.2606 a.u. As for the spin multiplicity: 2. The total charge is +2.